Version w
This record from OMol25 describes 2 unconnected molecules or ions with the total composition CH5OS. The level of theory is wB97M-V/def2-TZVPD.

Each atom is followed by the atoms it is bonded to, with distances in Å.
Cartesian coordinates (Å):
1 H 0.299 0.806 1.946  C8 1.090
2 H 1.024 0.501 0.363  C8 1.098
3 O -0.934 -0.201 0.623  H5 0.994, C8 1.422
4 H 0.517 -1.995 -1.611  S6 1.372
5 H -0.722 -0.575 -0.273  O3 0.994
6 S -0.072 -1.016 -2.371  H4 1.372
7 H -0.200 1.725 0.445  C8 1.101
8 C 0.088 0.755 0.878  H1 1.090, H2 1.098, O3 1.422, H7 1.101

* HOMO: -2.89 eV
* M: 65.12 g mol⁻¹
* HOMO-LUMO gap: 0.2638 Ha
* total charge: -1

Atom charges from the natural (NBO) analysis, given in e for atoms 1 to 4: 0.15, 0.18, -0.80, 0.09


Version x
This record from OMol25 describes 2 unconnected molecules or ions with the total composition CH5OS. The level of theory is wB97M-V/def2-TZVPD.

Each atom is followed by the atoms it is bonded to, with distances in Å.
Cartesian coordinates (Å):
1 S 1.441 0.078 -0.976  H3 1.359
2 H -2.457 0.905 1.154  C4 1.098
3 H 2.053 1.224 -1.377  S1 1.359
4 C -1.660 0.235 1.502  H2 1.098, H5 1.086, H7 1.089, O8 1.393
5 H -2.083 -0.399 2.275  C4 1.086
6 H -0.565 -0.126 -0.062  O8 0.986
7 H -0.850 0.869 1.858  C4 1.089
8 O -1.245 -0.604 0.469  C4 1.393, H6 0.986

* HOMO: -2.81 eV
* M: 65.12 g mol⁻¹
* HOMO-LUMO gap: 0.2568 Ha
* total charge: -1

Atom charges from the natural (NBO) analysis, given in e for atoms 1 to 4: -1.03, 0.13, 0.09, -0.24


Quick one: least stable of them? version x